No. 1
Formula: C5H9O6
Source: the OMol25 dataset
Level of theory: the ωB97M-V functional and the def2-TZVPD basis

Each line ends with the natural charge from an NBO analysis.
Element x y z (Å)
C  2.58  -0.67  -0.13  0.54
C  -2.00  -0.80  0.01  -0.61
C  -0.78  0.06  -0.40  -0.03
C  0.16  0.24  0.82  0.36
C  2.40  0.67  -0.50  0.27
O  2.31  -1.51  -1.03  -0.79
O  2.93  -0.97  1.19  -0.73
O  -1.14  1.41  -0.79  -0.76
O  0.24  1.31  1.38  -0.67
O  2.07  1.00  -1.80  -0.71
O  2.53  1.71  0.39  -0.77
H  -2.86  -0.30  0.60  0.20
H  -2.44  -1.18  -0.82  0.20
H  -1.69  -1.56  0.57  0.20
H  -0.15  -0.23  -1.31  0.23
H  0.41  -0.79  1.14  0.13
H  -0.47  2.04  -0.54  0.48
H  3.35  -0.11  1.46  0.49
H  2.52  0.31  -2.24  0.49
H  1.76  1.95  0.99  0.49

The calculation puts the total energy at -647.3314 Eh. The value obtained for the LUMO energy is 3.74 eV. The value obtained for the relative energy (zero: lowest compared OMol25 entry of this formula, charge and spin) is 76.5 kcal/mol. Its net charge is -1.

No. 2
Formula: C5H9O7P
Source: the OMol25 dataset
Level of theory: the ωB97M-V functional and the def2-TZVPD basis

Each line ends with the natural charge from an NBO analysis.
Element x y z (Å)
C  -3.76  -1.58  -0.73  -1.01
P  -3.86  -0.91  0.95  1.32
O  -5.06  0.17  0.65  -0.97
O  -2.56  0.22  0.82  -0.77
C  -1.29  -0.20  0.74  0.99
O  -0.47  0.32  0.06  -0.57
O  -1.04  -1.33  1.48  -0.74
H  -3.19  -2.52  -0.71  0.24
H  -4.77  -1.78  -1.10  0.26
H  -3.27  -0.87  -1.40  0.25
H  -5.29  0.65  1.45  0.50
H  -1.08  -1.13  2.43  0.50
O  5.88  2.22  -0.17  -0.57
C  4.85  1.64  -0.30  0.97
O  3.64  2.08  0.12  -0.49
C  2.62  1.22  -0.41  -0.10
C  3.39  -0.06  -0.66  -0.10
O  4.72  0.42  -0.89  -0.49
H  1.82  1.12  0.30  0.22
H  2.24  1.66  -1.33  0.18
H  3.41  -0.71  0.22  0.18
H  3.06  -0.62  -1.53  0.20

As for the SMILES: CP(O)OC(=O)O.O=C1OCCO1. The calculation puts the total energy at -1064.0172 Eh. The value obtained for the LUMO energy is 0.21 eV. Its net charge is 0.

No. 3
Formula: C5H9O7PS
Source: the OMol25 dataset
Level of theory: the ωB97M-V functional and the def2-TZVPD basis

Each line ends with the natural charge from an NBO analysis.
Element x y z (Å)
C  0.84  2.48  0.99  -0.38
C  0.66  2.56  -0.34  -0.22
C  -0.44  -2.56  1.05  -0.13
C  -0.09  -2.73  -0.41  -0.11
C  -0.76  2.55  -0.81  -0.14
O  2.82  -0.13  0.07  -0.99
O  -0.88  0.15  -2.26  -0.94
O  -2.25  -0.84  -0.53  -0.90
O  -0.53  -1.20  1.51  -0.23
O  1.24  -2.10  -0.48  -0.81
O  0.82  -0.63  1.53  -0.54
O  -1.47  1.53  -0.26  -0.67
P  1.43  -0.56  0.03  2.07
S  -1.21  0.06  -0.89  2.06
H  1.88  2.63  1.35  0.22
H  0.11  2.81  1.68  0.20
H  1.49  2.35  -0.99  0.22
H  -1.42  -3.05  1.22  0.23
H  0.43  -3.16  1.66  0.21
H  0.06  -3.81  -0.57  0.21
H  -0.67  -2.34  -1.20  0.22
H  -1.00  2.51  -1.86  0.21
H  -1.05  3.49  -0.48  0.21

The calculation puts the total energy at -1461.9444 Eh. The value obtained for the LUMO energy (alpha / beta) is -2.04 / -2.05 eV. The value obtained for the relative energy (zero: lowest compared OMol25 entry of this formula, charge and spin) is 50.7 kcal/mol. Its net charge is 0.

No. 4
Formula: C5H9P
Source: the OMol25 dataset
Level of theory: the ωB97M-V functional and the def2-TZVPD basis

Each line ends with the natural charge from an NBO analysis.
Element x y z (Å)
H  1.45  2.73  1.80  -0.05
P  0.36  2.03  1.15  0.39
C  1.26  0.81  0.46  -0.60
C  0.59  -0.09  -0.46  -0.03
C  1.28  -1.17  -0.87  -0.34
C  -0.92  0.03  -0.74  -0.44
C  -1.59  -0.60  0.39  -0.62
H  2.35  0.96  0.62  0.25
H  0.88  -2.03  -1.16  0.18
H  2.34  -1.21  -0.85  0.19
H  -1.28  1.09  -0.87  0.23
H  -1.21  -0.49  -1.67  0.22
H  -1.25  -1.48  0.85  0.22
H  -1.68  0.03  1.25  0.21
H  -2.57  -0.61  0.12  0.21

As for the SMILES: [H]/P=C/C(=C)CC. The calculation puts the total energy at -537.1559 Eh. The value obtained for the LUMO energy is -0.09 eV. The value obtained for the relative energy (zero: lowest compared OMol25 entry of this formula, charge and spin) is 36.1 kcal/mol. Its net charge is 0.

No. 5
Formula: C5H9P
Source: the OMol25 dataset
Level of theory: the ωB97M-V functional and the def2-TZVPD basis

Each line ends with the natural charge from an NBO analysis.
Element x y z (Å)
C  0.93  -1.69  0.69  -1.13
C  -1.94  -0.40  -0.39  -0.43
C  -1.21  0.20  0.86  -0.54
C  -0.78  0.35  -1.05  -0.47
C  1.73  1.11  -0.03  -0.95
P  0.40  -0.12  0.28  1.45
H  1.87  -2.15  0.48  0.23
H  0.15  -2.39  0.97  0.23
H  -1.91  -1.47  -0.41  0.22
H  -2.91  -0.19  -0.68  0.22
H  -1.50  1.23  1.02  0.22
H  -0.86  1.37  -1.28  0.20
H  2.04  1.62  0.91  0.25
H  2.56  0.72  -0.64  0.27
H  1.41  1.82  -0.74  0.24

The calculation puts the total energy at -537.0760 Eh. The value obtained for the LUMO energy is 0.59 eV. The value obtained for the relative energy (zero: lowest compared OMol25 entry of this formula, charge and spin) is 86.2 kcal/mol. Its net charge is 0.